79
Properties=species:S:1:pos:R:3:lowdin_spin:R:1 method="wB97M-V/def2-TZVPD" multiplicity=4 lumo_energy_ev="-2.73 / -2.76" s_squared=3.850 total_energy_ev=-84188.471 relative_energy_ev=0.4891 gap_ev="7.311 / 7.338" total_charge=+1
Cr -0.51146 -0.02943 0.06659 3.0421
P 1.62526 1.11499 0.40383 -0.0057
O -0.29217 0.01335 -2.07445 0.0277
O -1.42777 -0.34323 2.71487 -0.0011
N 1.37137 0.35824 -3.56506 0.0033
N -2.13213 -1.21908 -0.13116 -0.0155
N -1.82113 1.43341 -0.08700 -0.0207
C 3.18971 0.93945 4.19549 0.0009
C -3.43002 -4.65281 0.50701 0.0002
C -3.00839 0.89980 -0.57737 0.0108
C -3.12973 -0.50769 -0.56856 0.0191
C 0.08060 0.25077 -3.22909 0.0058
C -5.86090 -2.66355 0.02985 -0.0002
C 1.19612 5.14602 0.98005 0.0001
C 1.91084 0.85444 2.16968 0.0010
C -3.89001 1.92894 -0.88648 0.0212
C -4.64961 -2.53774 0.95494 0.0005
C 5.52891 -0.21260 -1.63793 -0.0009
C -2.31364 -5.41210 0.20961 -0.0023
C 0.91265 0.15143 4.25132 -0.0038
C 3.10211 1.14713 2.82854 -0.0006
C 3.15853 0.63744 -0.44126 -0.0061
C -3.23500 3.11901 -0.56257 0.0103
C -1.97057 2.77125 -0.08489 0.0188
C -0.93535 0.46766 -4.30965 0.0015
C -3.41074 -3.26049 0.46233 -0.0026
C 2.09505 0.44732 4.90751 -0.0012
C -1.05142 -3.38558 -0.10925 -0.0015
C 0.82683 0.34865 2.87825 -0.0257
C 1.06932 -2.91370 1.15900 0.0021
C 1.40355 3.79094 1.21958 0.0011
C 4.21322 1.53120 -0.61970 -0.0021
C 1.46843 2.90180 0.15466 0.0045
C 3.30472 -0.68591 -0.86578 -0.0008
C 1.32286 3.37252 -1.15268 0.0010
C -0.43101 -0.01753 2.11671 -0.0853
C 0.33375 -2.77890 -0.17904 -0.0012
C 1.12432 4.72227 -1.38775 0.0002
C -2.22121 -2.63344 0.06243 -0.0001
C 5.39260 1.10405 -1.21619 -0.0002
C 1.05799 5.61075 -0.31830 0.0007
C -1.11813 -4.76960 -0.06520 0.0003
C 4.48421 -1.11103 -1.46334 0.0002
H -1.82048 -0.12187 -4.08871 0.0001
H 1.01061 5.08481 -2.40134 0.0000
H 3.95864 1.52967 2.28246 0.0000
H -4.34772 -5.14633 0.80862 0.0000
H 4.11431 1.16076 4.71317 0.0001
H 1.36094 2.68325 -1.99013 0.0000
H 4.11320 2.56282 -0.30329 -0.0001
H 1.50186 3.43442 2.23716 0.0000
H 2.03045 -2.39704 1.16113 0.0001
H -1.18404 3.42953 0.25348 0.0005
H -6.12676 -3.70972 -0.12661 0.0000
H 0.05162 -0.24002 4.77881 -0.0003
H -4.90239 -2.98033 1.92027 0.0001
H -0.55270 0.21857 -5.29790 0.0002
H 0.89719 6.66541 -0.50140 0.0000
H 1.14225 5.83592 1.81179 0.0000
H 4.58634 -2.13787 -1.79066 0.0000
H 6.45048 -0.53916 -2.10265 -0.0001
H -2.36016 -6.49272 0.23973 -0.0001
H 0.46543 -2.52878 1.98224 0.0000
H -6.72910 -2.16000 0.45508 0.0000
H -1.21965 1.52201 -4.29968 0.0002
H 0.32365 -1.73691 -0.53250 0.0018
H 6.20823 1.80263 -1.35163 0.0000
H -3.62173 4.12191 -0.64752 0.0000
H -4.89252 1.81282 -1.27047 0.0009
H 2.49299 -1.38958 -0.73670 0.0003
H -5.67619 -2.23770 -0.95878 -0.0001
H -4.43117 -1.49327 1.17450 0.0003
H 2.17489 0.28933 5.97539 -0.0004
H -4.03952 -0.98474 -0.91416 0.0002
H -0.21412 -5.34795 -0.22489 0.0001
H 1.64304 0.53360 -4.51668 0.0001
H 0.91334 -3.25157 -0.97664 -0.0003
H 2.09174 0.24780 -2.86447 0.0001
H 1.25453 -3.96814 1.36338 0.0006